(1)
The following is a DFT calculation (wB97M-V/def2-TZVPD) of a molecular structure, C40H51CoF2N6O3S.

Last column: Mulliken charge in e.
Cartesian coordinates (Å):
Co1 -1.48 -0.90 -0.52  0.35
F1 4.74 2.14 -0.30  -0.34
C1 3.60 2.55 -0.91  0.32
C2 2.54 1.69 -0.97  -0.50
C3 1.35 2.10 -1.55  0.51
C4 0.20 1.18 -1.59  1.54
O1 0.25 0.14 -0.91  -0.43
C5 -0.88 1.57 -2.44  -0.01
C6 -0.91 2.85 -2.89  -0.78
N1 0.05 3.79 -2.65  0.31
C7 -0.21 5.17 -2.99  -0.33
C8 -1.49 5.77 -2.49  -0.80
C9 -0.18 6.19 -1.89  -0.45
C10 1.23 3.40 -2.06  -0.31
C11 2.34 4.26 -2.00  -0.48
C12 3.53 3.85 -1.43  -1.55
N2 4.62 4.76 -1.41  0.42
C13 4.47 5.98 -0.63  -0.58
C14 5.17 7.12 -1.39  -0.77
N3 6.09 6.49 -2.39  -0.16
C15 6.93 5.43 -1.74  -0.67
C16 5.99 4.27 -1.35  -0.74
C17 -2.04 0.68 -2.90  0.15
O2 -2.68 1.08 -3.85  -0.74
O3 -2.23 -0.41 -2.26  -0.60
H1 2.61 0.69 -0.55  0.73
H2 -1.75 3.18 -3.48  0.66
H3 0.13 5.46 -3.97  0.44
H4 -2.13 5.13 -1.90  0.25
H5 -2.01 6.46 -3.14  0.28
H6 0.04 5.83 -0.89  0.26
H7 0.21 7.17 -2.12  0.27
H8 2.27 5.25 -2.44  0.74
H9 4.91 5.86 0.37  0.29
H10 3.42 6.21 -0.49  0.48
H11 5.78 7.75 -0.73  0.37
H12 4.47 7.75 -1.93  0.41
H13 6.65 7.19 -2.88  0.31
H14 5.48 6.01 -3.07  0.37
H15 7.39 5.90 -0.87  0.34
H16 7.71 5.13 -2.43  0.36
H17 6.28 3.90 -0.36  0.47
H18 6.10 3.44 -2.06  0.48
C18 1.92 -2.54 1.70  -1.55
C19 0.84 -1.75 2.44  1.20
C20 1.37 -1.22 3.77  -1.60
C21 -0.42 -2.59 2.64  1.12
C22 -0.33 -3.76 3.40  -0.51
C23 -1.46 -4.52 3.66  -1.58
C24 -2.68 -4.13 3.13  -1.20
C25 -2.81 -2.99 2.35  1.77
C26 -4.18 -2.67 1.78  0.27
C27 -4.76 -1.31 2.21  -1.61
C28 -4.25 -2.83 0.26  -0.97
C29 -1.66 -2.20 2.12  -1.64
N4 -1.77 -0.99 1.39  2.70
C30 -1.91 0.15 2.15  -0.16
C31 -1.96 0.21 3.55  -0.79
C32 -2.11 1.42 4.22  -1.14
C33 -2.21 2.62 3.54  -0.72
C34 -2.17 2.59 2.15  -0.76
C35 -2.02 1.39 1.51  0.50
F2 -1.98 1.38 0.13  -0.16
H19 2.82 -1.93 1.60  0.46
H20 1.59 -2.84 0.71  0.26
H21 2.20 -3.44 2.26  0.35
H22 0.56 -0.90 1.82  -0.56
H23 1.72 -2.04 4.41  0.34
H24 0.61 -0.67 4.32  0.36
H25 2.22 -0.55 3.60  0.44
H26 0.62 -4.06 3.81  0.37
H27 -1.39 -5.41 4.27  0.37
H28 -3.56 -4.73 3.33  0.41
H29 -4.84 -3.43 2.21  0.57
H30 -4.31 -0.50 1.64  0.20
H31 -4.59 -1.12 3.27  0.33
H32 -5.83 -1.30 2.03  0.52
H33 -3.60 -2.12 -0.25  -0.04
H34 -5.27 -2.65 -0.09  0.50
H35 -3.96 -3.84 -0.04  0.11
H36 -1.90 -0.71 4.12  0.68
H37 -2.14 1.41 5.30  0.44
H38 -2.34 3.55 4.07  0.40
H39 -2.27 3.49 1.56  0.54
C36 -0.78 -7.17 0.88  -1.52
C37 -1.84 -6.21 0.37  -0.41
N5 -1.27 -4.93 -0.06  0.46
C38 -0.93 -4.47 -1.26  0.78
S1 -0.27 -2.89 -1.41  -0.81
N6 -1.01 -5.17 -2.41  -0.08
C39 -1.41 -6.54 -2.73  -0.43
C40 -2.88 -6.67 -3.10  -1.01
H40 -1.24 -8.10 1.22  0.44
H41 -0.24 -6.73 1.72  0.32
H42 -0.05 -7.41 0.10  0.30
H43 -2.54 -5.97 1.17  0.26
H44 -2.42 -6.64 -0.43  0.52
H45 -1.07 -4.27 0.68  -0.66
H46 -0.77 -4.59 -3.20  0.28
H47 -1.13 -7.20 -1.92  0.09
H48 -0.79 -6.83 -3.58  0.43
H49 -3.53 -6.35 -2.29  0.24
H50 -3.12 -7.70 -3.35  0.34
H51 -3.11 -6.04 -3.97  0.36

Total charge: +1
Spin multiplicity: 4
LUMO level (spin up / spin down): -3.19 / -3.19 eV
Gap between HOMO and LUMO (spin up / spin down): 5.2 / 5.3 eV
HOMO energy (spin up / spin down): -8.4 / -8.5 eV
<S²>: 3.758

(2)
The following is a DFT calculation (wB97M-V/def2-TZVPD) of 8 unconnected molecules or ions with the total composition C32H58F12N10O2P2.

Last column: Mulliken charge in e.
Cartesian coordinates (Å):
C1 -0.82 -3.82 -0.81  -1.24
C2 -0.37 -2.40 -1.23  0.14
N1 0.19 -2.40 -2.57  0.67
C3 1.40 -3.08 -2.97  -0.24
C4 1.85 -2.59 -4.23  -0.91
N2 0.73 -2.00 -4.70  0.21
C5 -0.21 -1.70 -3.68  -0.17
C6 0.65 -1.45 -5.98  -0.76
H1 -1.18 -3.87 0.22  0.23
H2 0.02 -4.51 -0.72  0.40
H3 -1.70 -4.17 -1.34  0.39
H4 0.41 -2.06 -0.56  -0.30
H5 -1.20 -1.71 -1.05  0.24
H6 1.84 -3.74 -2.24  0.50
H7 2.68 -2.81 -4.88  0.59
H8 -1.09 -1.09 -3.82  0.29
H9 1.01 -0.42 -6.02  0.33
H10 -0.39 -1.43 -6.29  0.31
H11 1.30 -2.06 -6.61  0.33
C7 0.93 -3.68 3.34  -1.30
C8 1.19 -2.22 3.08  0.35
N3 2.58 -1.96 3.26  0.49
C9 3.39 -2.15 4.37  -0.09
C10 4.66 -1.77 4.03  -0.68
N4 4.72 -1.34 2.71  0.24
C11 3.37 -1.32 2.32  -0.12
C12 5.84 -0.97 1.88  -0.74
H12 1.29 -4.28 2.52  0.35
H13 -0.13 -3.90 3.47  0.23
H14 1.48 -4.11 4.18  0.45
H15 0.60 -1.67 3.82  0.15
H16 0.82 -1.89 2.11  -0.27
H17 3.00 -2.50 5.31  0.50
H18 5.57 -1.85 4.61  0.45
H19 3.07 -1.13 1.30  -0.02
H20 5.77 0.06 1.52  0.32
H21 5.55 -1.47 0.96  0.33
H22 6.83 -1.19 2.27  0.31
C13 -1.63 2.33 4.06  -0.72
C14 -3.14 1.98 4.23  -0.55
N5 -3.33 1.21 5.46  0.40
C15 -3.62 1.70 6.73  -0.18
C16 -3.58 0.63 7.54  -0.57
N6 -3.14 -0.46 6.91  0.17
C17 -3.15 -0.20 5.54  0.16
C18 -2.94 -1.83 7.43  -0.80
H23 -1.19 3.14 4.64  0.36
H24 -1.54 2.69 3.03  0.20
H25 -0.95 1.48 4.02  0.15
H26 -3.35 1.46 3.29  0.25
H27 -3.79 2.85 4.26  0.36
H28 -3.80 2.75 6.89  0.45
H29 -3.59 0.57 8.61  0.45
H30 -2.85 -0.92 4.80  -0.07
H31 -3.81 -2.04 8.06  0.36
H32 -2.05 -1.75 8.05  0.34
H33 -2.81 -2.48 6.56  0.25
C19 7.30 2.48 -5.30  -1.17
C20 6.75 3.20 -4.06  -0.26
N7 5.55 2.52 -3.54  0.19
C21 4.48 3.11 -3.01  -0.71
C22 3.60 2.12 -2.56  -0.39
N8 4.13 0.92 -2.93  0.32
C23 5.32 1.13 -3.53  -0.22
C24 3.59 -0.35 -2.55  -0.56
H34 8.23 2.96 -5.64  0.39
H35 6.57 2.36 -6.09  0.35
H36 7.63 1.50 -4.96  0.32
H37 6.35 4.15 -4.40  0.36
H38 7.46 3.31 -3.23  0.28
H39 4.53 4.17 -2.80  0.46
H40 2.69 2.09 -1.99  0.55
H41 6.05 0.35 -3.66  0.39
H42 3.98 -1.07 -3.26  0.48
H43 2.53 -0.27 -2.78  0.10
H44 3.69 -0.68 -1.51  0.00
C25 -5.66 1.20 -2.08  -1.13
C26 -4.43 0.17 -1.96  -0.65
N9 -3.40 0.59 -2.99  0.60
C27 -3.58 0.36 -4.29  -0.36
C28 -2.67 1.12 -4.94  -0.75
N10 -1.76 1.75 -4.07  0.46
C29 -2.34 1.51 -2.78  -0.88
C30 -0.56 2.55 -4.40  -0.62
H45 -6.38 0.86 -2.82  0.40
H46 -5.31 2.22 -2.27  0.35
H47 -6.02 1.15 -1.05  0.39
H48 -4.61 -0.90 -2.01  0.49
H49 -3.87 0.33 -1.04  0.22
H50 -4.42 -0.25 -4.60  0.59
H51 -2.45 1.36 -5.97  0.54
H52 -1.99 1.84 -1.82  0.53
H53 0.03 2.28 -5.27  0.32
H54 0.16 2.29 -3.63  0.05
H55 -0.98 3.56 -4.31  0.38
C31 -0.30 1.13 0.69  -1.20
C32 0.73 0.82 -0.44  0.88
O1 1.70 0.18 -0.08  -0.13
O2 0.56 1.04 -1.64  -0.30
H56 0.29 1.55 1.50  0.54
H57 -0.76 0.27 1.20  0.08
H58 -0.98 1.88 0.29  0.26
P1 -4.20 4.24 0.44  1.18
F1 -4.05 3.44 1.87  -0.29
F2 -2.90 5.19 0.78  -0.40
F3 -3.14 3.17 -0.19  -0.38
F4 -4.15 4.97 -0.99  -0.38
F5 -5.52 3.33 0.02  -0.35
F6 -5.24 5.25 1.15  -0.36
P2 -3.34 -3.02 2.52  1.34
F7 -3.17 -3.21 4.08  -0.33
F8 -4.65 -3.98 2.73  -0.36
F9 -4.29 -1.77 2.92  -0.36
F10 -3.76 -2.76 0.99  -0.38
F11 -2.11 -1.85 2.36  -0.45
F12 -2.29 -4.27 2.20  -0.39

Total charge: +3
Spin multiplicity: 2
LUMO level (spin up / spin down): -7.45 / -11.66 eV
Gap between HOMO and LUMO (spin up / spin down): 7.8 / 3.6 eV
HOMO energy (spin up / spin down): -15.3 / -15.3 eV
<S²>: 0.755

(3)
The following is a DFT calculation (wB97M-V/def2-TZVPD) of a single C3H10N2O molecule.

Last column: Mulliken charge in e.
Cartesian coordinates (Å):
C1 -0.37 -1.05 0.82  -1.65
C2 -0.29 -0.21 -0.41  1.23
C3 0.86 -0.44 -1.31  -1.41
O1 -1.50 -0.40 -1.14  -0.56
N1 -0.46 1.34 0.08  -0.36
N2 0.41 1.87 1.11  -0.60
H1 0.49 -0.86 1.56  0.31
H2 -1.21 -1.00 1.46  0.55
H3 -0.25 -2.19 0.61  0.34
H4 1.04 0.54 -1.75  0.37
H5 1.72 -0.70 -0.72  0.33
H6 0.65 -1.25 -2.11  0.31
H7 -2.08 -0.70 -0.40  0.35
H8 -0.43 2.10 -0.67  0.29
H9 0.07 1.47 2.04  0.26
H10 1.35 1.51 0.84  0.25

LUMO level: 0.83 eV
SMILES string: CC(C)(O)NN
Gap between HOMO and LUMO: 9.7 eV
HOMO energy: -8.9 eV

(4)
The following is a DFT calculation (wB97M-V/def2-TZVPD) of a molecular structure, C21H41N5PPdSe.

Last column: Mulliken charge in e.
Cartesian coordinates (Å):
Pd1 1.35 0.70 1.04  0.17
N1 2.14 2.51 0.14  -0.23
C1 2.71 3.51 1.08  -0.35
C2 1.70 4.01 2.09  -0.79
C3 1.24 3.00 3.13  -0.53
N2 0.38 1.94 2.53  -0.35
H1 2.84 2.22 -0.54  0.29
H2 1.39 2.95 -0.39  0.27
H3 3.12 4.34 0.49  0.47
H4 3.56 3.04 1.58  0.07
H5 0.83 4.45 1.58  0.32
H6 2.16 4.84 2.63  0.37
H7 0.67 3.50 3.91  0.44
H8 2.09 2.51 3.61  0.33
H9 -0.45 2.37 2.11  0.27
H10 0.04 1.31 3.25  0.31
Se1 4.68 0.66 2.62  0.33
N3 2.99 0.10 2.24  -0.44
C4 2.89 -1.16 2.67  1.48
C5 1.72 -1.98 2.62  -0.34
C6 1.79 -3.25 3.09  -0.80
C7 3.00 -3.80 3.65  -0.67
C8 4.13 -3.05 3.74  -0.70
C9 4.10 -1.70 3.26  0.51
N4 5.13 -0.88 3.31  -0.64
H11 0.77 -1.57 2.28  0.40
H12 0.91 -3.87 3.09  0.46
H13 2.99 -4.82 4.00  0.43
H14 5.04 -3.43 4.17  0.49
C10 -0.92 -2.07 -3.43  -1.59
C11 -0.10 -1.11 -2.56  1.43
C12 0.98 -1.86 -1.77  -1.57
C13 0.59 -0.05 -3.43  -1.63
P1 -1.30 -0.24 -1.34  0.70
N5 -0.26 0.47 -0.23  0.43
C14 -2.38 -1.44 -0.30  1.82
C15 -3.60 -1.84 -1.12  -1.71
C16 -1.54 -2.67 0.05  -1.85
C17 -2.78 -0.74 1.01  -1.57
C18 -2.26 1.26 -2.09  1.51
C19 -3.27 1.76 -1.05  -1.62
C20 -1.26 2.40 -2.37  -1.67
C21 -2.96 0.81 -3.37  -1.73
H15 -0.24 -2.45 -4.19  0.51
H16 -1.74 -1.57 -3.96  0.33
H17 -1.31 -2.92 -2.88  0.32
H18 1.68 -2.27 -2.50  0.53
H19 0.60 -2.69 -1.18  0.33
H20 1.56 -1.19 -1.12  0.21
H21 1.33 -0.58 -4.03  0.61
H22 1.11 0.70 -2.84  0.26
H23 -0.09 0.44 -4.12  0.32
H24 -3.35 -2.36 -2.04  0.33
H25 -4.26 -1.00 -1.34  0.35
H26 -4.17 -2.53 -0.50  0.53
H27 -1.29 -3.29 -0.80  0.26
H28 -2.16 -3.28 0.71  0.66
H29 -0.63 -2.42 0.60  0.28
H30 -3.49 0.07 0.87  0.36
H31 -1.92 -0.38 1.57  0.20
H32 -3.28 -1.50 1.62  0.53
H33 -2.80 2.02 -0.10  0.28
H34 -4.08 1.07 -0.88  0.32
H35 -3.71 2.67 -1.46  0.61
H36 -0.68 2.66 -1.49  0.26
H37 -1.86 3.28 -2.63  0.54
H38 -0.60 2.20 -3.20  0.34
H39 -3.63 -0.03 -3.22  0.34
H40 -2.27 0.59 -4.18  0.32
H41 -3.57 1.66 -3.69  0.52

Total charge: +3
Spin multiplicity: 5
LUMO level (spin up / spin down): -9.21 / -12.10 eV
Gap between HOMO and LUMO (spin up / spin down): 8.0 / 5.1 eV
HOMO energy (spin up / spin down): -17.2 / -17.2 eV
<S²>: 6.020

(5)
The following is a DFT calculation (wB97M-V/def2-TZVPD) of 2 unconnected molecules or ions with the total composition C3H7N2.

Last column: Mulliken charge in e.
Cartesian coordinates (Å):
C1 -2.55 0.09 0.01  -0.05
C2 0.52 -0.54 0.08  0.49
C3 1.06 0.78 0.16  -0.90
N1 -1.89 -0.92 0.20  -0.31
N2 1.02 -1.69 -0.03  -0.23
H1 -3.64 0.00 0.03  0.29
H2 -2.21 1.11 -0.18  0.19
H3 2.08 0.85 -0.24  0.37
H4 0.42 1.50 -0.36  0.29
H5 1.07 1.09 1.21  0.31
H6 2.03 -1.88 -0.09  0.27
H7 0.41 -2.51 -0.05  0.29

Total charge: +1
LUMO level (spin up / spin down): -5.68 / -4.82 eV
Gap between HOMO and LUMO (spin up / spin down): 8.5 / 9.9 eV
HOMO energy (spin up / spin down): -14.2 / -14.7 eV

(6)
The following is a DFT calculation (wB97M-V/def2-TZVPD) of a molecular structure, F12H20N6Na2O34S12.

Last column: Mulliken charge in e.
Cartesian coordinates (Å):
Na1 -13.58 -8.82 -17.13  1.02
Na2 -18.54 -11.18 -12.72  0.95
N1 -22.94 -9.96 -14.45  -0.40
S1 -23.30 -11.58 -14.30  1.07
O1 -22.78 -12.18 -13.06  -0.61
O2 -23.69 -12.37 -15.43  -0.59
F1 -24.80 -11.26 -13.75  -0.34
S2 -21.45 -10.21 -14.99  1.08
O3 -21.20 -10.96 -16.18  -0.56
O4 -20.42 -10.17 -13.91  -0.33
F2 -21.31 -8.75 -15.68  -0.37
N2 -11.59 -8.32 -9.08  -0.24
S3 -11.16 -9.77 -9.90  0.90
O5 -11.06 -10.92 -9.08  -0.54
O6 -10.37 -9.75 -11.14  -0.54
F3 -12.55 -9.94 -10.71  -0.15
S4 -10.18 -7.79 -8.77  0.97
O7 -9.44 -6.98 -9.75  -0.62
O8 -9.34 -8.57 -7.79  -0.65
F4 -10.62 -6.66 -7.74  -0.31
N3 -18.26 -12.17 -17.89  -0.54
S5 -17.59 -13.63 -17.24  1.08
O9 -17.77 -13.97 -15.86  -0.59
O10 -16.41 -14.11 -17.96  -0.62
F5 -18.77 -14.50 -17.95  -0.33
S6 -17.69 -11.41 -16.65  0.96
O11 -16.25 -11.31 -16.60  -0.37
O12 -18.56 -11.33 -15.49  -0.16
F6 -18.06 -9.94 -17.26  -0.39
N4 -17.13 -9.23 -12.80  -0.22
S7 -15.49 -9.05 -13.17  0.36
O13 -14.74 -8.62 -12.07  -0.68
O14 -15.08 -8.71 -14.53  -0.14
F7 -15.23 -10.62 -13.10  0.01
S8 -17.49 -7.97 -13.52  1.07
O15 -17.71 -8.16 -14.94  -0.07
O16 -17.00 -6.62 -13.13  -0.85
F8 -19.03 -7.93 -12.92  -0.20
N5 -11.98 -10.55 -16.99  -0.11
S9 -11.42 -11.72 -17.69  0.93
O17 -12.24 -12.88 -17.57  -0.59
O18 -10.05 -12.02 -17.74  -0.65
F9 -11.72 -11.25 -19.19  -0.32
S10 -11.92 -11.15 -15.44  0.92
O19 -10.57 -11.15 -14.83  -0.61
O20 -12.97 -11.94 -14.90  -0.51
F10 -12.36 -9.73 -14.79  -0.31
N6 -13.61 -6.47 -17.90  -0.31
S11 -13.42 -5.78 -19.24  1.00
O21 -13.59 -4.33 -19.23  -0.61
O22 -13.81 -6.53 -20.42  -0.61
F11 -11.80 -6.02 -19.29  -0.33
S12 -15.26 -6.06 -17.82  1.17
O23 -16.18 -6.30 -18.99  -0.58
O24 -15.46 -4.81 -17.06  -0.62
F12 -15.64 -7.16 -16.72  -0.10
O25 -19.73 -6.22 -10.75  -0.68
H1 -19.15 -6.43 -11.48  0.30
H2 -20.53 -5.89 -11.17  0.30
O26 -14.39 -4.80 -14.25  -0.55
H3 -14.76 -4.02 -13.83  0.29
H4 -15.11 -5.19 -14.74  0.24
O27 -13.17 -12.24 -11.88  -0.50
H5 -13.59 -12.32 -12.73  0.24
H6 -13.55 -12.94 -11.35  0.22
O28 -21.32 -6.51 -14.13  -0.53
H7 -20.57 -6.24 -14.66  0.28
H8 -21.83 -5.71 -14.00  0.23
O29 -13.71 -7.00 -10.01  -0.72
H9 -12.91 -7.46 -9.76  0.54
H10 -14.01 -7.44 -10.81  0.53
O30 -14.98 -11.35 -9.78  -0.59
H11 -14.52 -11.37 -10.62  0.35
H12 -15.48 -12.17 -9.76  0.24
O31 -17.36 -4.05 -14.01  -0.69
H13 -16.91 -4.81 -13.66  0.46
H14 -18.20 -4.39 -14.32  0.29
O32 -18.92 -6.99 -17.53  -0.66
H15 -19.52 -7.73 -17.54  0.37
H16 -18.06 -7.39 -17.38  0.14
O33 -18.18 -9.01 -10.34  -0.70
H17 -18.67 -8.19 -10.28  0.35
H18 -17.84 -9.02 -11.24  0.45
O34 -16.48 -13.44 -13.32  -0.58
H19 -16.98 -14.09 -13.80  0.32
H20 -15.85 -13.10 -13.95  0.24

Total charge: -4
LUMO level: 5.61 eV
Gap between HOMO and LUMO: 7.8 eV
HOMO energy: -2.2 eV